C15H8Co2O8S | ωB97M-V with the def2-TZVPD basis set

The value obtained for the max |F| is 4.601 eV/Å. The calculation puts the electronic energy at -4341.763626 a.u. The HOMO energy is -7.80 eV. The value obtained for the LUMO energy is -3.88 eV. The value obtained for the HOMO-LUMO gap is 3.93 eV.

```
34
Properties=species:S:1:pos:R:3:mulliken_charge:R:1
C -3.928 -3.285 1.463 -0.46
C -3.385 -2.015 1.242 -0.57
C -1.997 -1.841 1.179 0.01
C -1.166 -2.933 1.357 0.67
S 0.680 -2.670 1.288 0.97
O 1.153 -2.983 2.636 -0.54
O 1.152 -3.519 0.203 -0.52
C -1.675 -4.204 1.586 -0.62
C -3.071 -4.379 1.630 -0.44
H -5.014 -3.399 1.512 0.36
H -4.031 -1.145 1.118 0.38
H -1.557 -0.864 0.983 0.01
H -1.012 -5.062 1.722 0.37
H -3.508 -5.369 1.799 0.35
O 4.510 2.062 1.494 -0.33
C 3.794 2.544 0.720 0.19
Co 2.675 3.147 -0.483 0.36
C 1.522 4.067 0.461 0.05
O 0.756 4.664 1.086 -0.30
C 3.487 4.299 -1.514 0.16
O 4.024 5.061 -2.211 -0.34
C 2.045 1.538 -1.493 0.25
C 1.182 0.788 -0.684 -1.03
C 1.104 -0.012 0.395 -0.53
Co 0.316 1.848 -1.824 0.22
C -1.141 2.568 -1.055 0.13
O -2.134 3.111 -0.839 -0.31
C -0.370 0.531 -2.814 0.04
O -0.812 -0.264 -3.521 -0.30
C 0.599 3.096 -3.093 0.39
O 0.765 3.880 -3.918 -0.30
H 2.801 1.177 -2.201 0.59
H 0.244 0.129 1.056 0.54
H 1.991 -0.564 0.720 0.56
```